No. 1
Formula: C3H8N2OS
Source: the OMol25 dataset
Level of theory: ωB97M-V/def2-TZVPD

Values from the calculation:
gap between HOMO and LUMO = 8.816 eV
SMILES = CN/C(=N/O)SC

Positions of all 15 atoms, in Å:
1 C -1.2628 -1.7830 -0.1215
2 N -0.7044 -0.9219 0.9522
3 C -0.5279 0.3694 0.6671
4 N -0.8312 1.3634 1.5140
5 O -0.5871 2.6411 1.3112
6 S 0.0717 0.8490 -1.0101
7 C 1.9894 0.5707 -1.1224
8 H -0.9430 -2.7661 0.2736
9 H -0.8258 -1.8593 -1.0770
10 H -2.4323 -1.5795 -0.2682
11 H -0.9527 -1.0647 1.9913
12 H -0.2170 2.7757 0.4582
13 H 2.3259 0.6352 -2.1906
14 H 2.6127 1.2375 -0.5301
15 H 2.2845 -0.4675 -0.8478



No. 2
Formula: C32H62N6O8PS
Source: the OMol25 dataset
Level of theory: ωB97M-V/def2-TZVPD

Values from the calculation:
charge = -1
gap between HOMO and LUMO = 5.308 eV

Positions of all 110 atoms, in Å:
1 C -6.6716 -0.1308 4.6078
2 C -6.2154 1.3222 4.3770
3 C -5.0932 1.4488 3.3396
4 O -4.1984 0.3582 3.4179
5 C -3.5771 0.1859 2.1477
6 C -2.2878 -0.6254 2.2484
7 C -2.6579 -1.9431 3.0607
8 O -1.8375 -2.4421 3.8655
9 O -3.8085 -2.3887 2.8627
10 C -1.2134 0.1392 3.0461
11 C -1.2780 0.3419 4.4178
12 C -0.2814 0.9975 5.1021
13 C 0.8096 1.4694 4.4041
14 C 0.8870 1.3244 3.0481
15 C -0.1282 0.6596 2.3881
16 N -1.6744 -0.9772 0.9264
17 C -2.2434 -0.2088 -0.1948
18 C -1.4173 -0.4525 -1.4724
19 C -1.6692 0.5604 -2.6362
20 S -3.1215 1.6735 -2.4835
21 P -1.5615 -2.6934 0.6154
22 C -2.9784 -3.3117 -0.4042
23 C 0.0706 -3.0852 -0.1704
24 H -7.3912 -0.4337 3.8417
25 H -7.2168 -0.1658 5.5622
26 H -5.8290 -0.8184 4.6916
27 H -5.9118 1.8028 5.3144
28 H -7.0856 1.8758 3.9990
29 H -5.5660 1.5022 2.3436
30 H -4.5070 2.3746 3.4684
31 H -4.3179 -0.2622 1.4703
32 H -3.3730 1.1946 1.7411
33 H -2.1492 -0.0443 4.9379
34 H -0.3416 1.1205 6.1788
35 H 1.6270 1.9630 4.9194
36 H 1.7237 1.6901 2.4569
37 H -0.0127 0.5721 1.3112
38 H -2.0981 0.8539 0.0385
39 H -3.2855 -0.4571 -0.4334
40 H -1.5510 -1.4601 -1.8742
41 H -0.3531 -0.3731 -1.2179
42 H -0.8034 1.2243 -2.7308
43 H -1.7722 0.0330 -3.5845
44 H -4.0645 0.9997 -1.8001
45 H -2.8325 -3.1247 -1.4808
46 H -2.9827 -4.3981 -0.2688
47 H -3.9180 -2.9234 -0.0076
48 H -0.0494 -3.4220 -1.2119
49 H 0.6637 -2.1646 -0.1594
50 H 0.6329 -3.7953 0.4146
51 C 4.3046 1.7141 4.8817
52 O 3.7576 0.7965 5.4616
53 N 5.3325 2.4383 5.3700
54 C 5.9346 3.5186 4.6138
55 C 5.8460 2.1218 6.6900
56 H 3.9915 2.0362 3.8734
57 H 6.9930 3.3050 4.4479
58 H 5.8405 4.4538 5.1714
59 H 5.4413 3.6285 3.6496
60 H 6.1953 1.0883 6.7103
61 H 5.0505 2.2290 7.4290
62 H 6.6678 2.7895 6.9391
63 C -1.8748 -1.4653 -6.3928
64 O -1.7022 -1.2122 -5.2140
65 N -3.0846 -1.6502 -6.9630
66 C -3.2291 -1.9465 -8.3716
67 C -4.2737 -1.5472 -6.1323
68 H -1.0373 -1.5623 -7.0980
69 H -3.8277 -1.1682 -8.8521
70 H -3.7293 -2.9101 -8.4958
71 H -2.2530 -1.9896 -8.8514
72 H -4.3231 -0.5542 -5.6827
73 H -4.2253 -2.2843 -5.3297
74 H -5.1641 -1.7204 -6.7330
75 C 1.8947 -0.1918 -7.4758
76 O 0.9284 -0.9287 -7.4741
77 N 1.8329 1.1501 -7.5654
78 C 3.0211 1.9791 -7.5612
79 C 0.5274 1.7817 -7.6679
80 H 2.9255 -0.5766 -7.3990
81 H 2.9851 2.6675 -6.7142
82 H 3.0709 2.5544 -8.4884
83 H 3.9143 1.3630 -7.4784
84 H -0.0724 1.5273 -6.7926
85 H 0.0117 1.4148 -8.5568
86 H 0.6403 2.8613 -7.7314
87 C 3.3494 -3.3009 1.8466
88 O 2.5723 -3.3714 0.9064
89 N 3.0940 -2.6520 2.9888
90 C 4.0463 -2.5939 4.0788
91 C 1.8039 -1.9814 3.1363
92 H 4.3436 -3.7841 1.8281
93 H 3.6051 -3.0396 4.9726
94 H 4.3002 -1.5534 4.2888
95 H 4.9544 -3.1388 3.8207
96 H 0.9922 -2.7051 3.0370
97 H 1.6941 -1.2360 2.3525
98 H 1.7416 -1.4978 4.1079
99 C 3.9566 1.6441 0.3619
100 O 4.8091 2.4344 0.7344
101 N 3.3985 1.6219 -0.8600
102 C 2.3843 0.6442 -1.2223
103 C 3.8209 2.6026 -1.8417
104 H 3.5615 0.8572 1.0258
105 H 2.7348 0.0472 -2.0665
106 H 1.4637 1.1599 -1.5044
107 H 2.1752 -0.0190 -0.3839
108 H 4.8929 2.5039 -2.0221
109 H 3.6276 3.6077 -1.4636
110 H 3.2787 2.4527 -2.7726



No. 3
Formula: C5H9ClN
Source: the OMol25 dataset
Level of theory: ωB97M-V/def2-TZVPD

Values from the calculation:
charge = +1
gap between HOMO and LUMO = 10.615 eV
SMILES = C[N@H+]1CC=C(Cl)C1

Positions of all 16 atoms, in Å:
1 C -1.0830 -0.7369 0.9518
2 N -0.8044 -0.3073 -0.3084
3 C -0.4392 1.1650 -0.2157
4 C 1.0370 1.2128 0.2086
5 C 1.6766 0.1147 -0.0749
6 Cl 3.1849 -0.4283 0.0801
7 C 0.3917 -0.9336 -0.9509
8 H -2.1044 -1.0414 0.9988
9 H -0.5332 -1.6231 1.1172
10 H -0.7572 -0.0253 1.6647
11 H -1.5722 -0.3284 -0.9891
12 H -1.1058 1.8151 0.4763
13 H -0.5241 1.6376 -1.2279
14 H 1.4312 2.0641 0.7882
15 H 0.5169 -0.7706 -1.9572
16 H 0.6853 -1.8144 -0.5616



- The highest gap between HOMO and LUMO belongs to which entry?
  C5H9ClN